[1]
DFT (ωB97M-V/def2-TZVPD) results for a cluster of 2 separate species, C5H15N2O in total at a distorted geometry.

```
23
Properties=species:S:1:pos:R:3:lowdin_charge:R:1
H 0.878 -1.444 -1.090 0.11
H 2.103 -1.721 1.074 0.06
H 2.547 0.989 -0.365 0.13
H -4.643 -0.227 -0.726 0.08
H -2.612 0.302 0.169 0.10
H 0.433 1.314 2.124 0.11
H 3.611 -1.223 0.259 0.09
H 2.849 -2.724 -0.149 0.08
H -3.640 -1.310 -1.165 0.08
C -0.692 0.985 -0.292 -0.06
O -3.868 -0.722 -0.432 -0.03
N -1.862 0.885 0.609 0.18
C 0.526 0.735 0.184 -0.35
N 0.773 0.570 1.528 0.13
C 2.625 -1.695 0.122 -0.11
H -1.551 0.482 1.496 0.15
H 1.320 0.920 -1.733 0.12
H 2.455 -1.145 -1.914 0.11
H -2.196 1.804 0.905 0.17
C 1.877 -0.998 -1.007 -0.23
C 1.653 0.518 -0.776 -0.14
H -0.966 1.164 -1.312 0.12
H 1.746 0.398 1.740 0.10
```

Relative energy (zero: lowest compared OMol25 entry of this formula, charge and spin) (eV): 0.837
Electronic energy (eV): -10449.7236
Charge: +1
E_LUMO (eV): -3.1
Frontier orbital gap (Eh): 0.363
E_HOMO (Ha): -0.4773

=====

[2]
DFT (ωB97M-V/def2-TZVPD) results for a cluster of 2 separate species, C9H14O in total at a distorted geometry.

```
24
Properties=species:S:1:pos:R:3:lowdin_charge:R:1
H -2.336 0.625 -3.120 0.09
H 0.909 -3.313 1.642 0.06
H -0.194 -2.022 -0.717 0.01
C 0.061 1.471 0.777 -0.29
H -0.292 -3.784 -0.420 0.06
H 1.326 -1.668 1.082 0.04
C 0.362 -2.915 -0.444 -0.15
H -0.660 -0.458 1.116 0.11
O -1.685 1.285 -2.974 0.05
C -0.597 0.342 0.382 -0.07
H 0.112 2.571 2.668 0.08
C 0.144 2.521 -0.147 -0.05
H 1.645 1.972 2.104 0.08
C -1.336 0.206 -0.822 -0.02
H 0.652 3.434 0.148 0.12
C 1.262 -2.715 0.806 -0.15
C -0.342 2.360 -1.410 -0.01
H 0.525 0.895 2.870 0.07
C 0.580 1.721 2.166 -0.06
C -1.204 1.274 -1.700 -0.31
H -1.860 -0.715 -1.021 0.10
H 2.249 -3.067 0.518 0.06
H -0.364 3.074 -2.225 0.12
H 1.043 -3.096 -1.279 0.06
```

Relative energy (zero: lowest compared OMol25 entry of this formula, charge and spin) (eV): 0.637
Electronic energy (eV): -11606.9993
E_LUMO (eV): 0.9
Frontier orbital gap (Eh): 0.340
SMILES: Cc1ccc(O)cc1.CC
E_HOMO (Ha): -0.3074

=====

[3]
DFT (ωB97M-V/def2-TZVPD) results for an isolated molecule of C2H3N3O at a distorted geometry.

```
9
Properties=species:S:1:pos:R:3:lowdin_charge:R:1
N 1.241 -0.963 0.705 -0.02
H -1.494 -0.811 -0.572 0.07
H -1.549 -0.007 1.008 0.08
N 1.814 1.814 -0.748 0.23
H -1.460 0.961 -0.464 0.08
C -1.111 0.035 0.004 -0.04
N 1.115 1.022 -0.327 -0.06
O 1.058 -2.085 0.300 0.00
C 0.386 0.032 0.095 -0.34
```

Relative energy (zero: lowest compared OMol25 entry of this formula, charge and spin) (eV): 4.518
Electronic energy (eV): -8635.9768
E_LUMO (eV): -0.5
Frontier orbital gap (Eh): 0.305
E_HOMO (Ha): -0.3231

=====

[4]
DFT (ωB97M-V/def2-TZVPD) results for a cluster of 11 separate species, C4H30N2O11 in total at a distorted geometry.

```
47
Properties=species:S:1:pos:R:3:lowdin_charge:R:1
H -2.882 0.535 1.586 0.00
C 1.386 -1.360 1.268 -0.10
H -1.172 -0.630 -1.971 0.03
C 0.670 -1.220 -1.211 -0.24
H -3.251 3.071 -1.297 0.03
H 0.102 0.153 0.364 0.09
H 1.366 2.454 0.118 0.05
N -0.518 -1.388 -2.048 0.03
H 1.249 -0.399 -1.642 0.08
O -2.454 3.466 -1.039 0.01
O 2.021 2.065 -3.639 -0.13
H -1.719 1.140 2.175 0.01
O -2.099 0.983 -1.013 -0.04
O -0.611 1.805 -3.483 -0.04
H 3.691 1.912 1.120 0.05
H 2.643 0.837 1.759 0.00
N -0.936 -1.670 0.686 0.04
H -0.672 -3.839 -0.828 -0.10
O -0.171 -3.854 2.351 -0.12
H 2.418 2.511 -2.827 0.08
O 3.085 1.190 0.964 -0.08
H 0.260 2.185 -3.560 -0.02
O -0.793 2.249 1.546 -0.02
H 1.367 -2.503 1.225 0.12
H -1.786 3.287 -1.615 -0.04
H 1.383 -2.087 -1.395 0.13
H -1.388 1.424 -1.551 0.03
H -1.107 3.020 2.055 0.11
C 1.079 -0.815 2.708 -0.16
H 1.700 1.096 -0.591 0.05
H -1.645 -1.428 -0.013 0.06
C 0.325 -0.937 0.230 -0.39
O 0.959 1.690 -0.294 -0.11
H -0.656 -4.617 2.790 0.07
O -0.348 -4.624 -0.957 0.06
H 2.137 0.996 -3.568 0.15
O -2.481 0.491 2.451 -0.10
H -0.833 2.447 0.644 -0.01
H 0.585 -1.376 3.431 0.10
H -0.241 -1.619 -2.969 0.06
H -2.037 1.118 -0.123 -0.05
H -0.665 -3.694 1.507 0.01
H 0.436 -4.400 -1.337 -0.01
O 1.653 0.209 3.052 0.02
H 2.413 -0.847 0.885 0.15
H -1.077 2.529 -3.891 0.05
H -1.288 -1.256 1.590 0.08
```

Relative energy (zero: lowest compared OMol25 entry of this formula, charge and spin) (eV): 4.736
Electronic energy (eV): -30134.7037
E_LUMO (eV): -0.3
Frontier orbital gap (Eh): 0.321
SMILES: NC[C@@H](N)CC=O.O.O.O.O.O.O.O.O.O.O
E_HOMO (Ha): -0.3301